# 1
C12H27N5P | wB97M-V/def2-TZVPD

Bonds (Å) are listed after each position.
Positions of all 45 atoms, in Å:
1 C 3.4514 -0.9573 -1.3391  C2 1.538, H9 1.093, H10 1.089, H11 1.092
2 C 3.9268 0.5011 -1.4474  C1 1.538, P3 1.838, H12 1.096, H13 1.090
3 P 2.8988 1.6365 -0.4307  C2 1.838, C4 1.819, N5 1.791
4 C 2.8295 3.1740 -1.4005  P3 1.819, H14 1.095, H15 1.091, H16 1.089
5 N 1.2253 0.9977 -0.4587  P3 1.791, C6 1.319, H17 1.019
6 C 0.4611 0.7890 -1.5131  N5 1.319, N7 1.411, N8 1.329
7 N -0.8886 0.4100 -1.3567  C6 1.411, H18 1.019, H19 1.021
8 N 0.9224 0.8649 -2.7575  C6 1.329, H20 1.009, H21 1.007
9 H 3.1834 -1.1965 -0.3069  C1 1.093
10 H 4.2306 -1.6394 -1.6748  C1 1.089
11 H 2.5677 -1.1517 -1.9506  C1 1.092
12 H 3.9238 0.8342 -2.4910  C2 1.096
13 H 4.9344 0.5886 -1.0405  C2 1.090
14 H 3.7886 3.6516 -1.1763  C4 1.095
15 H 2.7739 3.0404 -2.4815  C4 1.091
16 H 2.0468 3.8324 -1.0261  C4 1.089
17 H 0.7009 1.3937 0.3205  N5 1.019
18 H -1.4453 1.1775 -0.9842  N7 1.019
19 H -0.9102 -0.3315 -0.6549  N7 1.021
20 H 0.2675 1.1455 -3.4716  N8 1.009
21 H 1.8238 0.5285 -3.0559  N8 1.007
22 C -6.3405 -1.3018 -0.1401  C23 1.524, H27 1.091, H28 1.089, H29 1.091
23 C -5.7469 -0.4128 -1.2258  C22 1.524, C24 1.534, H30 1.092, H31 1.090
24 C -4.7134 -1.1426 -2.0934  C23 1.534, C25 1.461, H32 1.091, H33 1.091
25 C -3.5463 -1.5676 -1.3239  C24 1.461, N26 1.148
26 N -2.6453 -1.9185 -0.7051  C25 1.148
27 H -5.5754 -1.6404 0.5602  C22 1.091
28 H -7.0936 -0.7590 0.4288  C22 1.089
29 H -6.8176 -2.1824 -0.5725  C22 1.091
30 H -5.2880 0.4687 -0.7733  C23 1.092
31 H -6.5406 -0.0541 -1.8818  C23 1.090
32 H -4.3695 -0.4968 -2.9033  C24 1.091
33 H -5.1615 -2.0223 -2.5585  C24 1.091
34 C 3.0931 -0.8549 3.9931  C35 1.524, H39 1.091, H40 1.089, H41 1.092
35 C 1.6047 -1.0241 4.2712  C34 1.524, C36 1.534, H42 1.091, H43 1.090
36 C 0.7281 -0.5265 3.1149  C35 1.534, C37 1.463, H44 1.091, H45 1.093
37 C 0.8805 0.9112 2.8912  C36 1.463, N38 1.150
38 N 1.0185 2.0382 2.7105  C37 1.150
39 H 3.3583 0.1963 3.8691  C34 1.091
40 H 3.6832 -1.2498 4.8184  C34 1.089
41 H 3.3864 -1.3897 3.0869  C34 1.092
42 H 1.3337 -0.4952 5.1855  C35 1.091
43 H 1.3769 -2.0777 4.4350  C35 1.090
44 H -0.3242 -0.7326 3.3171  C36 1.091
45 H 0.9871 -1.0548 2.1935  C36 1.093

highest occupied orbital energy = -0.4498 Eh
net charge = +1
DFT total energy = -29615.218 eV

---

# 2
C12H27NO3 | wB97M-V/def2-TZVPD

Bonds (Å) are listed after each position.
Positions of all 43 atoms, in Å:
1 C 5.8094 0.4362 0.2116  C2 1.524, H41 1.088, H42 1.087, H43 1.088
2 C 4.5991 1.3168 -0.0782  C1 1.524, C3 1.529, H39 1.093, H40 1.093
3 C 3.2670 0.5818 0.0775  C2 1.529, C4 1.528, H37 1.091, H38 1.092
4 C 3.0626 -0.5111 -0.9709  C3 1.528, C5 1.529, H35 1.092, H36 1.093
5 C 1.6544 -1.1080 -0.9590  C4 1.529, C6 1.528, H33 1.090, H34 1.093
6 C 1.3673 -1.9410 0.2898  C5 1.528, C7 1.532, H31 1.091, H32 1.093
7 C -0.0327 -2.5624 0.2921  C6 1.532, C8 1.530, H29 1.092, H30 1.092
8 C -1.1307 -1.6185 0.7854  C7 1.530, N9 1.455, H27 1.093, H28 1.100
9 N -1.2607 -0.4737 -0.1037  C8 1.455, H10 1.016, C11 1.458
10 H -1.5752 -0.8009 -1.0126  N9 1.016
11 C -2.1327 0.6155 0.3203  N9 1.458, C12 1.540, C17 1.544, C22 1.546
12 C -2.2640 1.5621 -0.8873  C11 1.540, H13 1.096, H14 1.098, O15 1.417
13 H -1.2609 1.9128 -1.1575  C12 1.096
14 H -2.8744 2.4288 -0.6013  C12 1.098
15 O -2.8623 0.8790 -1.9751  C12 1.417, H16 0.962
16 H -2.8569 1.4558 -2.7445  O15 0.962
17 C -1.4168 1.3917 1.4461  C11 1.544, O18 1.399, H20 1.092, H21 1.100
18 O -0.0880 1.6615 1.1034  C17 1.399, H19 0.971
19 H 0.2583 0.8429 0.7126  O18 0.971
20 H -1.9082 2.3521 1.6174  C17 1.092
21 H -1.4669 0.8140 2.3807  C17 1.100
22 C -3.5340 0.1610 0.7901  C11 1.546, O23 1.402, H25 1.093, H26 1.101
23 O -4.1365 -0.7424 -0.0960  C22 1.402, H24 0.968
24 H -4.0472 -0.3736 -0.9870  O23 0.968
25 H -3.4586 -0.3555 1.7505  C22 1.093
26 H -4.1637 1.0529 0.9327  C22 1.101
27 H -0.8649 -1.2558 1.7820  C8 1.093
28 H -2.0692 -2.1864 0.8705  C8 1.100
29 H -0.2792 -2.9083 -0.7140  C7 1.092
30 H -0.0358 -3.4337 0.9506  C7 1.092
31 H 1.4836 -1.3274 1.1843  C6 1.091
32 H 2.1081 -2.7430 0.3443  C6 1.093
33 H 0.9171 -0.3093 -1.0450  C5 1.090
34 H 1.5440 -1.7537 -1.8344  C5 1.093
35 H 3.7873 -1.3125 -0.8152  C4 1.092
36 H 3.2497 -0.0832 -1.9593  C4 1.093
37 H 3.2220 0.1499 1.0786  C3 1.091
38 H 2.4581 1.3113 -0.0065  C3 1.092
39 H 4.6762 1.7151 -1.0928  C2 1.093
40 H 4.6080 2.1652 0.6101  C2 1.093
41 H 6.7237 1.0241 0.1688  C1 1.088
42 H 5.8907 -0.3678 -0.5152  C1 1.087
43 H 5.7309 -0.0025 1.2041  C1 1.088

highest occupied orbital energy = -0.3282 Eh
net charge = 0
DFT total energy = -20514.497 eV
SMILES = CCCCCCCCNC(CO)(CO)CO

---

# 3
C12H27NO4P2 | wB97M-V/def2-TZVPD

Bonds (Å) are listed after each position.
Positions of all 46 atoms, in Å:
1 C 3.2904 -1.5315 0.0702  C2 1.639, H20 1.194, H21 1.171, H22 1.171
2 C 4.1150 -0.5507 1.0921  C1 1.639, C3 1.638, H23 1.193, H24 1.189
3 C 3.4062 0.8933 1.4017  C2 1.638, C4 1.638, H25 1.194, H26 1.177
4 C 1.7707 0.8690 1.4906  C3 1.638, P5 1.913, H27 1.185, H28 1.194
5 P 0.8710 1.9360 0.1824  C4 1.913, C6 1.948, C15 1.908
6 C -0.9954 1.3774 0.1595  P5 1.948, C7 1.640, H29 1.194, H30 1.176
7 C -1.7223 1.4978 1.6246  C6 1.640, C8 1.672, H31 1.192, H32 1.172
8 C -3.2283 0.7711 1.6320  C7 1.672, C9 1.642, H33 1.193, H34 1.193
9 C -3.1713 -0.8241 1.2459  C8 1.642, N10 1.513, H35 1.194, H36 1.175
10 N -4.2015 -1.2737 0.2336  C9 1.513, C11 1.513, C12 1.543
11 C -4.0462 -0.5945 -1.1093  N10 1.513, H37 1.177, H38 1.194, H39 1.170
12 C -4.0553 -2.7771 -0.0817  N10 1.543, C13 1.647, O14 1.355
13 C -2.6113 -3.5503 -0.2504  C12 1.647, H40 1.185, H41 1.187, H42 1.184
14 O -5.1620 -3.5339 -0.2809  C12 1.355
15 C 1.4714 1.5970 -1.5970  P5 1.908, P16 1.909, H43 1.173, H44 1.194
16 P 3.1351 2.4096 -2.0640  C15 1.909, O17 1.581, O18 1.773, O19 1.773
17 O 3.5665 3.5915 -1.1072  P16 1.581
18 O 4.3190 1.0915 -2.1333  P16 1.773, H45 1.022
19 O 2.9646 2.9507 -3.7433  P16 1.773, H46 1.015
20 H 2.8739 -2.4290 0.7381  C1 1.194
21 H 2.3983 -1.0074 -0.4772  C1 1.171
22 H 4.0082 -2.0094 -0.7226  C1 1.171
23 H 5.1490 -0.3039 0.5503  C2 1.193
24 H 4.3490 -1.1239 2.1072  C2 1.189
25 H 3.8129 1.2395 2.4695  C3 1.194
26 H 3.8509 1.6682 0.6352  C3 1.177
27 H 1.2950 -0.2163 1.5051  C4 1.185
28 H 1.4830 1.3395 2.5493  C4 1.194
29 H -1.5124 2.1113 -0.6271  C6 1.194
30 H -1.0488 0.3091 -0.3301  C6 1.176
31 H -1.9458 2.6564 1.7946  C7 1.192
32 H -1.0591 1.1648 2.5315  C7 1.172
33 H -3.6176 0.9068 2.7514  C8 1.193
34 H -4.0110 1.3803 0.9689  C8 1.193
35 H -3.4180 -1.4142 2.2539  C9 1.194
36 H -2.0627 -1.1075 0.9810  C9 1.175
37 H -3.2154 -1.1217 -1.7550  C11 1.177
38 H -5.0698 -0.7733 -1.6970  C11 1.194
39 H -3.8999 0.5659 -1.0671  C11 1.170
40 H -2.6909 -4.5925 -0.8084  C13 1.185
41 H -2.0916 -3.7088 0.8048  C13 1.187
42 H -1.8608 -2.9019 -0.8964  C13 1.184
43 H 1.4187 0.4399 -1.7809  C15 1.173
44 H 0.6526 2.0742 -2.3228  C15 1.194
45 H 3.8027 0.3652 -2.6329  O18 1.022
46 H 2.6932 2.1393 -4.2886  O19 1.015

highest occupied orbital energy = -0.3053 Eh
net charge = 0
DFT total energy = -41134.042 eV
SMILES = CCCCP(CCCCN(C)C(C)=O)CP(=O)(O)O

---

# 4
C12H27O4S | wB97M-V/def2-TZVPD

Bonds (Å) are listed after each position.
Positions of all 44 atoms, in Å:
1 C -2.3512 3.7928 -0.1261  C2 1.521, H8 1.089, H9 1.093, H10 1.089
2 C -1.2947 2.7327 -0.3970  C1 1.521, O3 1.482, H11 1.086, H12 1.090
3 O 0.0805 3.1985 -0.0983  C2 1.482, S4 1.548
4 S 0.7961 4.3516 -0.8434  O3 1.548, O5 1.548, H13 1.366
5 O 0.9469 4.0344 -2.3512  S4 1.548, C6 1.481
6 C -0.1707 3.9363 -3.3178  O5 1.481, C7 1.505, H14 1.095, H15 1.090
7 C 0.2681 4.5896 -4.6002  C6 1.505, H16 1.090, H17 1.089, H18 1.092
8 H -3.0705 3.4236 0.6033  C1 1.089
9 H -1.9296 4.7029 0.3074  C1 1.093
10 H -2.8991 4.0651 -1.0272  C1 1.089
11 H -1.3759 1.8726 0.2618  C2 1.086
12 H -1.2804 2.3711 -1.4251  C2 1.090
13 H -0.2591 5.2118 -0.9498  S4 1.366
14 H -1.0376 4.4295 -2.8649  C6 1.095
15 H -0.3723 2.8721 -3.4363  C6 1.090
16 H 0.5331 5.6353 -4.4470  C7 1.090
17 H 1.1137 4.0606 -5.0377  C7 1.089
18 H -0.5628 4.5460 -5.3071  C7 1.092
19 C 1.3646 0.1352 0.6713  C20 1.528, C23 1.525, H24 1.090, H25 1.094
20 C 1.9997 -1.2442 0.8377  C19 1.528, C21 1.521, H26 1.092, H27 1.087
21 C 1.6661 -1.8963 -0.4951  C20 1.521, O22 1.438, H28 1.093, H29 1.089
22 O 1.6430 -0.8329 -1.4626  C21 1.438, C23 1.417
23 C 1.6568 0.4189 -0.7982  C19 1.525, O22 1.417, H30 1.098, H31 1.095
24 H 1.7773 0.8899 1.3408  C19 1.090
25 H 0.2861 0.0696 0.8448  C19 1.094
26 H 3.0805 -1.1454 0.9579  C20 1.092
27 H 1.6053 -1.8158 1.6741  C20 1.087
28 H 0.6854 -2.3764 -0.4583  C21 1.093
29 H 2.4039 -2.6325 -0.8123  C21 1.089
30 H 2.6404 0.8919 -0.9178  C23 1.098
31 H 0.9104 1.0609 -1.2783  C23 1.095
32 C -0.5525 -5.7562 2.9242  C33 1.527, C36 1.522, H37 1.089, H38 1.092
33 C -1.5301 -4.6587 3.3391  C32 1.527, C34 1.523, H39 1.092, H40 1.089
34 C -0.7577 -3.4042 2.9545  C33 1.523, O35 1.430, H41 1.096, H42 1.092
35 O 0.0323 -3.7545 1.8155  C34 1.430, C36 1.433
36 C 0.0302 -5.1772 1.6429  C32 1.522, O35 1.433, H43 1.095, H44 1.090
37 H -1.0261 -6.7237 2.7669  C32 1.089
38 H 0.2275 -5.8747 3.6786  C32 1.092
39 H -2.4516 -4.7324 2.7584  C33 1.092
40 H -1.7887 -4.6825 4.3965  C33 1.089
41 H -0.0969 -3.0843 3.7678  C34 1.096
42 H -1.4046 -2.5667 2.6854  C34 1.092
43 H -0.5878 -5.4314 0.7759  C36 1.095
44 H 1.0521 -5.5028 1.4470  C36 1.090

highest occupied orbital energy = -0.4176 Eh
net charge = +1
DFT total energy = -31897.603 eV